# 1
Computed, not measured: a cluster of 2 separate species, CH2ClN2O2 in total at a distorted geometry, with ωB97M-V/def2-TZVPD.

The geometry in ORCA input format:
```
! RIJCOSX wB97M-V def2-TZVPD def2/J DEFGRID3
* xyz -1 1
C 0.87922 -0.12722 -0.15009
N -0.34318 -0.62258 -0.35509
N -1.34767 0.06555 0.24679
O -1.03685 1.00571 0.97741
O -2.51019 -0.36046 0.08567
Cl 2.11858 -1.17134 0.49232
H 0.86187 0.76635 0.48638
H 1.37822 0.44399 -1.78338
*
```

As for the HOMO energy (spin up / spin down): -3.96 / -3.96 eV. The HOMO-LUMO gap (spin up / spin down) comes out at 7.70 / 7.70 eV. The value obtained for the energy above the lowest of the compared OMol25 structures with the same formula, charge and spin is 73.4 kcal/mol. Its LUMO energy (spin up / spin down) is 3.74 / 3.74 eV.

---

# 2
Computed, not measured: a structure of composition C49H46CdN5O3P2S2Si at a distorted geometry, with ωB97M-V/def2-TZVPD.

The geometry in ORCA input format:
```
! RIJCOSX wB97M-V def2-TZVPD def2/J DEFGRID3
* xyz -1 1
Cd 2.37994 -0.04113 0.70902
C 2.73201 -1.68879 -2.32282
Si 1.13966 -1.16864 -1.35082
C 0.08138 -2.82383 -1.19953
C 0.43165 -3.94565 -1.95243
C -0.35603 -5.10193 -1.97798
C -1.46128 -5.22014 -1.16206
C -1.78637 -4.13708 -0.33307
C -1.00097 -2.97980 -0.31574
P -1.28037 -1.69206 0.98953
C -0.65973 -2.49586 2.50035
C -0.12919 -3.77030 2.63021
C 0.36614 -4.16911 3.89240
C 0.33271 -3.30434 4.97398
C -0.17406 -2.00843 4.83403
C -0.66039 -1.61215 3.61484
C -3.09438 -1.90719 1.14380
C -3.91539 -1.48865 0.09494
C -5.33347 -1.52380 0.19722
C -5.91760 -2.02249 1.35452
C -5.07875 -2.48407 2.40891
C -3.70959 -2.40318 2.29634
C 0.05161 -0.28078 -2.77793
C 0.30030 -0.74269 -4.08330
C -0.33492 -0.23431 -5.21541
C -1.23868 0.81396 -5.05831
C -1.48879 1.29464 -3.79120
C -0.85586 0.77608 -2.66299
P -1.26522 1.34662 -1.00667
C -2.68209 2.46916 -1.36553
C -2.53369 3.73459 -1.90526
C -3.63133 4.53952 -2.18671
C -4.89251 4.01876 -1.93576
C -5.09163 2.72762 -1.42118
C -3.95854 1.95805 -1.12460
C 0.05160 2.50804 -0.65962
C -0.22802 3.46300 0.31417
C 0.79443 4.32399 0.73386
C 2.08811 4.20985 0.25441
C 2.39721 3.19392 -0.63005
C 1.37129 2.40777 -1.14608
H 2.64308 -2.31750 -3.25326
H 3.28474 -0.75826 -2.56089
H 3.38783 -2.23049 -1.62033
H 1.24167 -3.84337 -2.66421
H -0.01485 -5.96127 -2.57495
H -2.08307 -6.12350 -1.14682
H -2.64849 -4.21852 0.34040
H -0.07477 -4.47428 1.78308
H 0.74932 -5.19478 4.00792
H 0.79678 -3.57375 5.92095
H -0.23621 -1.33833 5.70802
H -1.01727 -0.60910 3.48072
H -3.50459 -1.08928 -0.79891
H -5.95855 -1.15615 -0.62225
H -6.99407 -2.07839 1.52885
H -5.51684 -2.85506 3.30416
H -3.12328 -2.78402 3.08642
H 1.00234 -1.56309 -4.19100
H -0.10862 -0.60969 -6.21609
H -1.73052 1.31793 -5.88140
H -2.20414 2.09369 -3.68695
H -1.55216 4.04422 -2.16337
H -3.47365 5.51516 -2.58551
H -5.77800 4.60980 -2.17179
H -6.07482 2.33454 -1.27261
H -4.10292 0.97894 -0.73536
H -1.22692 3.54565 0.74749
H 0.52220 5.12521 1.40007
H 2.83285 4.91153 0.60570
H 3.41526 3.02431 -0.96947
H 1.62388 1.63143 -1.87780
C 6.33450 -2.64847 1.39320
C 5.14055 -1.85540 0.94139
N 3.93928 -2.07194 1.30541
O 3.85423 -3.12137 2.21992
C 5.35899 -0.80916 -0.07561
C 6.62097 -0.87624 -0.93862
N 4.43906 0.09443 -0.24706
O 4.53997 0.99167 -1.16934
H 6.22120 -2.86212 2.46336
H 7.26079 -2.15437 1.12884
H 6.36544 -3.61796 0.86485
H 2.92012 -3.08154 2.51887
H 6.86812 -1.90172 -1.28638
H 7.49689 -0.50941 -0.38911
H 6.42257 -0.26357 -1.80011
S 2.84806 1.10149 2.86285
C 1.25451 1.64319 3.34336
N 0.12552 1.45695 2.78285
C -0.95216 1.88582 3.51226
C -2.27592 1.71819 3.08407
C -3.32845 2.10905 3.88672
C -3.05607 2.62328 5.15060
C -1.75072 2.84802 5.58413
C -0.65823 2.46833 4.75938
S 1.06784 2.42562 4.95906
H -2.40160 1.22130 2.11299
H -4.35703 1.98291 3.55876
H -3.87673 2.94205 5.80411
H -1.56246 3.30172 6.54217
N 3.36011 3.62994 -3.97447
C 2.67622 2.57950 -4.53614
N 1.46241 2.91803 -5.15749
O 3.04768 1.42082 -4.51682
H 2.89127 4.51065 -3.86872
H 3.96751 3.32381 -3.21360
H 0.96328 3.63262 -4.71869
H 0.93686 2.05108 -5.16528
*
```

As for the HOMO energy: -4.82 eV. The HOMO-LUMO gap comes out at 7.18 eV. Its LUMO energy is 2.36 eV.

---

# 3
Computed, not measured: a structure of composition C37H25BrEuF2N8OS at a distorted geometry, with ωB97M-V/def2-TZVPD.

The geometry in ORCA input format:
```
! RIJCOSX wB97M-V def2-TZVPD def2/J DEFGRID3
* xyz 1 7
Eu -0.01267 0.24455 -0.20737
C -3.45214 -2.94905 -1.12786
C -3.66556 -3.79010 0.01722
C -2.79762 -3.65817 1.07650
C -1.76182 -2.67704 1.06855
N -1.56003 -1.84557 -0.00514
C -2.40813 -2.02073 -1.04470
N -0.92777 -2.73924 2.12404
C 0.14618 -2.08262 2.45204
N 0.75343 -1.06663 1.74609
C 2.02802 -1.02297 2.24300
N 3.06016 -0.39194 1.70089
C 3.43565 -0.05319 0.47549
C 4.81522 0.31169 0.41134
C 5.41412 0.25544 -0.80672
C 4.62873 -0.03414 -1.95920
C 3.25861 -0.19728 -1.82968
N 2.64511 -0.16136 -0.63000
C 2.15595 -1.75485 3.55751
C 3.21705 -2.01150 4.40715
C 3.03933 -3.00642 5.36043
C 1.83201 -3.76024 5.43399
C 0.84256 -3.54533 4.50631
C 0.96935 -2.46669 3.62401
H -4.00652 -3.07101 -2.02589
H -4.43574 -4.61049 0.05456
H -2.82075 -4.26769 1.99955
H -2.27268 -1.33500 -1.85221
H 5.27334 0.66869 1.36762
H 6.50448 0.43254 -0.81138
H 5.11692 -0.29010 -2.92777
H 2.66767 -0.42004 -2.70282
H 4.16365 -1.51401 4.22614
H 3.89309 -3.18467 6.02988
H 1.60326 -4.42689 6.26743
H -0.01486 -4.16932 4.35945
F -1.16807 -3.86190 -4.17694
C -0.71716 -2.53972 -4.04030
C -0.11146 -2.15095 -2.86089
C -0.05685 -0.75451 -2.71063
C -0.18220 0.21803 -3.73612
C -0.66777 -0.32020 -4.95241
F -0.89141 0.52898 -5.97251
C -0.93322 -1.68486 -5.11094
C 0.04081 1.66503 -3.49017
C 0.28468 2.59969 -4.52738
C 0.49630 3.95077 -4.18612
C 0.57675 4.28606 -2.77659
C 0.37837 3.28599 -1.85882
N 0.01318 1.98208 -2.20048
H 0.19477 -2.85724 -2.06481
H -1.32726 -2.03670 -6.08852
H 0.43922 2.11515 -5.52861
H 0.64092 4.64918 -5.03341
H 0.83802 5.30364 -2.47667
H 0.55497 3.45388 -0.79868
O -6.24577 3.01734 1.27726
C -5.02949 2.57856 0.95197
C -4.35866 2.77142 -0.28472
C -3.19746 2.08832 -0.47676
N -2.46843 1.50027 0.49689
C -3.07384 1.31217 1.65016
Br -2.32685 0.22810 3.07271
C -4.33806 1.82958 1.96518
H -6.94439 2.96704 0.60860
H -4.87951 3.28167 -1.08423
H -2.75675 1.99784 -1.47607
H -4.79913 1.67136 2.94215
S 2.56031 3.95988 2.43827
C 1.26757 3.35210 3.34800
C 0.48721 2.48728 2.60347
N 0.95392 2.26203 1.33704
C 2.06953 2.95367 1.14154
H 1.09916 3.67590 4.37443
H -0.40942 1.92237 2.92691
H 2.65983 2.92200 0.19971
*
```

As for the HOMO energy (spin up / spin down): -7.57 / -10.12 eV. The HOMO-LUMO gap (spin up / spin down) comes out at 4.31 / 4.72 eV. As for the expectation value of S²: 12.078. The value obtained for the energy above the lowest of the compared OMol25 structures with the same formula, charge and spin is 105.0 kcal/mol. Its LUMO energy (spin up / spin down) is -3.26 / -5.39 eV.

---

# 4
Computed, not measured: a cluster of 7 separate species, C40H90F2N7O7S2 in total at a distorted geometry, with ωB97M-V/def2-TZVPD.

The geometry in ORCA input format:
```
! RIJCOSX wB97M-V def2-TZVPD def2/J DEFGRID3
* xyz 3 1
C 3.13216 6.04872 -4.07066
C 1.69811 5.45213 -3.94636
C 1.73130 4.14596 -3.17436
N 0.38816 3.44356 -3.31334
C 0.24032 2.70785 -4.62170
C 0.38119 2.35504 -2.15845
C -0.81481 2.68811 -1.31397
C -1.78692 3.36101 -2.29730
C -0.82009 4.31334 -2.92307
H 3.69168 5.49514 -4.82636
H 3.61816 5.91747 -3.10458
H 3.09830 7.06271 -4.45872
H 1.37453 5.28547 -4.97370
H 1.07430 6.19133 -3.45000
H 1.95561 4.33757 -2.11915
H 2.53307 3.43260 -3.37671
H 0.19186 3.48814 -5.37783
H -0.71886 2.20895 -4.51281
H 1.05461 2.01645 -4.80376
H 0.30030 1.31665 -2.47816
H 1.31921 2.38124 -1.60070
H -1.14078 1.72750 -0.90607
H -0.61456 3.38547 -0.49760
H -2.24350 2.66882 -2.99918
H -2.43936 3.90886 -1.61812
H -1.07379 4.86660 -3.82594
H -0.49865 5.04266 -2.17975
C -1.88052 -2.00082 4.27886
C -1.93612 -0.77796 3.36652
C -2.78355 0.33989 4.01204
N -2.56371 1.69952 3.37171
C -1.22015 2.28167 3.70316
C -3.57967 2.76696 3.78857
C -3.86675 3.67071 2.57402
C -2.98968 3.07171 1.48733
C -2.77656 1.62533 1.85998
H -1.35005 -1.89753 5.22334
H -1.41892 -2.80635 3.70611
H -2.90764 -2.31275 4.47916
H -2.38583 -1.16110 2.45170
H -0.96424 -0.32956 3.15863
H -2.70578 0.58099 5.07421
H -3.85366 0.14884 3.90017
H -1.09948 3.29859 3.34835
H -0.47708 1.58071 3.32100
H -1.06024 2.28443 4.78235
H -3.21741 3.32281 4.65394
H -4.40262 2.23041 4.26777
H -3.53987 4.67643 2.83280
H -4.87816 3.75217 2.18433
H -2.05317 3.62447 1.43069
H -3.53731 3.10680 0.54556
H -1.93298 1.19519 1.31813
H -3.63514 0.96420 1.75730
C -6.94054 -3.30706 -1.63198
C -6.54058 -3.84310 -0.23874
C -5.20264 -3.29639 0.25385
N -4.03450 -4.13489 -0.19598
C -4.09356 -5.53198 0.37028
C -2.66236 -3.53775 0.26112
C -1.63778 -4.12288 -0.69459
C -2.40676 -4.49249 -1.95169
C -3.84433 -4.16811 -1.71717
H -6.22191 -3.45242 -2.43667
H -7.04417 -2.21583 -1.58798
H -7.92673 -3.61758 -1.97247
H -6.58536 -4.92838 -0.33997
H -7.39185 -3.58349 0.38946
H -5.13375 -3.26561 1.34062
H -5.10058 -2.28736 -0.14474
H -4.93978 -6.07441 -0.03788
H -4.14728 -5.42339 1.44922
H -3.19150 -6.04025 0.04185
H -2.58761 -3.87748 1.29096
H -2.77564 -2.47476 0.05607
H -1.21381 -5.08615 -0.41229
H -0.89677 -3.35482 -0.89470
H -2.32552 -5.56251 -2.16588
H -1.95256 -4.05093 -2.83717
H -4.57824 -4.88727 -2.07338
H -4.08675 -3.17395 -2.09715
C 2.22872 -0.72279 -3.69988
C 3.32957 -1.48367 -2.96955
C 3.12157 -1.60039 -1.45058
N 4.25845 -2.21970 -0.69109
C 5.50719 -1.39362 -0.74080
C 3.83975 -2.32013 0.80809
C 3.64731 -3.81356 1.08779
C 3.54254 -4.46976 -0.29439
C 4.51884 -3.64727 -1.11296
H 1.27876 -1.13020 -3.35077
H 2.32449 -0.74140 -4.78116
H 2.16755 0.32976 -3.40831
H 4.31102 -1.07153 -3.23116
H 3.47873 -2.49274 -3.36480
H 2.15362 -2.04026 -1.20918
H 3.03927 -0.56361 -1.10872
H 5.83773 -1.34214 -1.77296
H 6.24683 -1.78766 -0.04937
H 5.23167 -0.41541 -0.34504
H 4.65891 -1.95483 1.41840
H 2.89059 -1.78803 0.80539
H 4.51089 -4.25150 1.58660
H 2.72112 -3.94637 1.64292
H 3.82582 -5.51806 -0.24111
H 2.49675 -4.39393 -0.59610
H 5.53714 -3.91901 -0.83874
H 4.39477 -3.71788 -2.19017
C 2.17791 -0.96884 4.57955
C 3.24409 -0.21387 3.78964
C 3.25531 1.25668 4.20339
N 3.77289 2.21891 3.12606
C 5.21415 1.82434 2.78941
C 3.83835 3.63097 3.65700
C 2.93832 4.45664 2.75507
C 3.00417 3.74710 1.38578
C 2.95014 2.31033 1.84509
H 1.98932 -2.00262 4.27901
H 1.25833 -0.43393 4.33116
H 2.34121 -1.12208 5.64656
H 3.05454 -0.27998 2.71490
H 4.24802 -0.61169 3.95386
H 3.97978 1.33525 5.01042
H 2.26782 1.68187 4.37581
H 5.66339 1.58864 3.75199
H 5.74433 2.72034 2.47851
H 5.18665 1.04339 2.04034
H 4.81663 4.09922 3.73253
H 3.43911 3.71061 4.67029
H 3.24168 5.50465 2.76723
H 1.89548 4.53234 3.07193
H 3.87660 4.04028 0.80488
H 2.09348 4.06672 0.88066
H 3.23346 1.50722 1.16712
H 1.93132 2.02701 2.11871
N 0.17053 -0.86743 0.48336
O 0.81494 0.06181 1.06681
O 0.25702 -2.03810 0.91251
O -0.53134 -0.65073 -0.52249
N -1.76341 -1.93888 -5.13654
S -2.04923 -1.19617 -3.65955
O -3.27226 -1.48386 -2.93722
O -1.39444 0.08032 -3.67929
F -1.06915 -2.20837 -2.85167
S -3.25309 -2.22046 -5.57408
O -4.00510 -1.04233 -5.84095
O -3.96330 -3.35288 -5.02997
F -2.84968 -2.79063 -7.03259
*
```

As for the HOMO energy: -13.90 eV. The HOMO-LUMO gap comes out at 7.59 eV. The value obtained for the energy above the lowest of the compared OMol25 structures with the same formula, charge and spin is 56.1 kcal/mol. Its LUMO energy is -6.31 eV.

---

Calculated values (eV) of total energy for the records, taken in order: -20662.7442; -117844.6331; -158375.0746; -94779.0729.